(1)
The following is a DFT calculation (the ωB97M-V functional and the def2-TZVPD basis) of one molecule with the formula C5H12N2O.

Geometry as ORCA input:
```
! wB97M-V def2-TZVPD RIJCOSX def2/J DEFGRID3
* xyz 0 1
C 0.59477 0.48149 -0.75370
C -2.04742 -1.04075 1.41050
C 2.23854 -0.03265 -1.41031
C 0.77163 1.68741 0.13868
N 0.15006 -0.70712 -0.18978
C -1.54708 -0.42002 0.13009
O 0.83502 -1.06552 0.97205
N -2.31089 0.16492 -0.70182
H 1.02766 -2.00465 0.81941
H 0.05439 0.70981 -1.67219
H -3.30293 0.16158 -0.42686
H -1.59462 -0.53819 2.26896
H -1.76344 -2.09612 1.43593
H -3.13867 -0.97414 1.49632
H -0.19981 2.15215 0.33122
H 1.22715 1.42390 1.09473
H 2.88794 -0.23432 -0.55967
H 2.12531 -0.91536 -2.03746
H 2.57986 0.82355 -1.99174
H 1.41254 2.42406 -0.35437
*
```

Computed properties:
- LUMO level (eV) = 0.8
- SMILES = [H]/N=C(\C)N(O)C(C)C

These are the natural (NBO) partial charges, in e, on atoms 1 to 4:
1. C -0.031
2. C -0.711
3. C -0.622
4. C -0.658

---

(2)
The following is a DFT calculation (the ωB97M-V functional and the def2-TZVPD basis) of one molecule with the formula C5H12N2O.

Geometry as ORCA input:
```
! wB97M-V def2-TZVPD RIJCOSX def2/J DEFGRID3
* xyz 0 1
C 0.43077 0.19477 -0.73544
N 1.13010 1.47675 -0.36577
C 0.84739 2.54184 -1.16206
O 0.11866 2.54116 -2.14439
C -0.74252 -0.07663 0.13288
C -0.51854 -0.68605 1.48599
C -0.02268 -2.12499 1.42951
N -1.03504 -3.19957 0.95952
H 1.07951 -0.77587 -0.50723
H 0.22107 0.15294 -1.75372
H 1.82719 1.51444 0.37171
H 1.19743 3.65319 -0.80795
H -1.32654 -0.76988 -0.65303
H -1.53324 0.77559 0.28597
H -1.45660 -0.72061 2.14577
H 0.05879 0.02529 2.09189
H 0.78101 -2.19354 0.54554
H 0.72461 -2.48499 2.28741
H -1.63556 -2.83983 0.33542
H -1.51887 -3.69984 1.75187
*
```

Computed properties:
- LUMO level (eV) = 0.8
- SMILES = NCCCCNC=O

These are the natural (NBO) partial charges, in e, on atoms 1 to 4:
1. C -0.234
2. N -0.646
3. C 0.527
4. O -0.622

---

(3)
The following is a DFT calculation (the ωB97M-V functional and the def2-TZVPD basis) of an isolated ion of composition C5H12N2O and charge +1.

Geometry as ORCA input:
```
! wB97M-V def2-TZVPD RIJCOSX def2/J DEFGRID3
* xyz 1 2
C -0.54169 -1.57683 1.44269
C -1.44902 -2.27057 0.40184
C 0.71279 -0.85565 0.88796
N 0.31540 0.44836 0.34540
C 1.26987 1.23820 -0.32660
C 0.78317 2.07443 -1.50749
N -0.50609 2.53837 -1.56820
O 1.53525 2.29770 -2.42061
H -0.22438 -2.30356 2.18544
H -1.08178 -0.85043 2.04160
H -1.96022 -1.49234 -0.15728
H -0.85740 -2.81711 -0.35213
H -2.14125 -2.86289 0.98292
H 1.19103 -1.46111 0.07384
H 1.44357 -0.75726 1.69331
H -0.48799 0.24532 -0.26877
H 2.13633 0.68154 -0.75118
H 1.68266 1.99487 0.38398
H -1.09992 2.56748 -0.75701
H -0.72030 3.16148 -2.32971
*
```

Computed properties:
- ⟨S²⟩ = 0.755
- LUMO level (spin up / spin down) (eV) = -3.1 / -8.6

These are the natural (NBO) partial charges, in e, on atoms 1 to 4:
1. C -0.420
2. C -0.611
3. C -0.279
4. N -0.146

---

(4)
The following is a DFT calculation (the ωB97M-V functional and the def2-TZVPD basis) of an isolated ion of composition C5H12N2O and charge +1.

Geometry as ORCA input:
```
! wB97M-V def2-TZVPD RIJCOSX def2/J DEFGRID3
* xyz 1 2
C 1.81103 -0.88065 0.28725
N 1.06741 0.31901 0.32061
C 1.38554 1.29312 1.32161
C -0.24234 0.59527 -1.72474
C -0.27947 0.32094 -0.18620
C -1.07682 -0.98178 0.16882
N -2.40905 -0.85392 -0.34650
O 2.72043 -1.07094 1.03673
H 1.49850 -1.61034 -0.46635
H 0.88831 1.05994 2.26759
H 2.45554 1.24843 1.52700
H 1.13363 2.33074 1.10478
H -1.12246 0.15514 -2.16695
H 0.64218 0.11539 -2.14755
H -0.15843 1.64910 -1.84246
H -0.77997 1.14978 0.30193
H -0.70405 -1.87647 -0.33075
H -1.00646 -1.06979 1.25851
H -2.98658 -0.17511 0.12346
H -2.83695 -1.71784 -0.50680
*
```

Computed properties:
- ⟨S²⟩ = 0.763
- LUMO level (spin up / spin down) (eV) = -3.3 / -8.4

These are the natural (NBO) partial charges, in e, on atoms 1 to 4:
1. C 0.492
2. N -0.108
3. C -0.474
4. C -0.584

---

(5)
The following is a DFT calculation (the ωB97M-V functional and the def2-TZVPD basis) of a 2-piece molecular cluster, C5H12N2O2 overall.

Geometry as ORCA input:
```
! wB97M-V def2-TZVPD RIJCOSX def2/J DEFGRID3
* xyz 0 1
C -1.51643 0.26262 1.71184
C 0.95464 0.47372 0.23010
C 0.94901 1.82525 0.38677
O -0.35736 -0.42777 1.31814
O 2.08790 -0.23863 0.63832
H 1.82633 -0.74282 1.42304
H -1.45712 1.32447 1.43674
H -1.65145 0.20886 2.79791
H -2.41989 -0.14909 1.24039
H 1.75093 2.29727 0.93653
H 0.13650 2.44112 0.03285
C -0.56623 0.60151 -1.90087
N 0.26792 -2.47177 -0.41087
C 0.32568 -0.25523 -1.01688
N -0.44167 -1.37332 -0.49693
H 1.26952 -2.43228 -0.61025
H 0.00354 -3.17667 0.26603
H 1.18465 -0.60647 -1.60233
H -1.45473 0.93158 -1.36011
H -0.00978 1.47556 -2.24295
H -0.88195 0.03209 -2.77747
*
```

Computed properties:
- LUMO level (spin up / spin down) (eV) = -0.5 / -0.5

These are the natural (NBO) partial charges, in e, on atoms 1 to 4:
1. C -0.262
2. C 0.448
3. C -0.635
4. O -0.661

---

(6)
The following is a DFT calculation (the ωB97M-V functional and the def2-TZVPD basis) of one molecule with the formula C5H12N2O2.

Geometry as ORCA input:
```
! wB97M-V def2-TZVPD RIJCOSX def2/J DEFGRID3
* xyz 0 1
C 1.31739 -1.67966 1.40283
C -0.77318 1.84154 -0.60236
C 0.89181 -0.37562 0.79097
C -1.26728 0.36692 -0.61861
C 0.20566 -0.56190 -0.56551
N -2.04868 0.00358 0.54525
N 0.95896 -0.08195 -1.71228
O 0.59688 -0.41715 -2.78961
O 1.91849 0.54736 -1.43542
H 1.90807 -2.23220 0.65440
H 0.50337 -2.32911 1.80327
H 1.97557 -1.61127 2.41031
H -0.57199 2.02850 0.46647
H 0.14723 2.04874 -1.11943
H -1.62312 2.56614 -0.86434
H 0.47048 0.38235 1.45442
H 1.89043 0.14551 0.65899
H -1.72580 0.06936 -1.47016
H -0.16299 -1.51144 -0.71351
H -1.55522 0.50684 1.24036
H -3.05610 0.29345 0.46398
*
```

Computed properties:
- LUMO level (eV) = 0.7
- SMILES = CC[C@@H]([C@H](C)N)[N+](=O)[O-]

These are the natural (NBO) partial charges, in e, on atoms 1 to 4:
1. C -0.606
2. C -0.653
3. C -0.467
4. C 0.016

---

(7)
The following is a DFT calculation (the ωB97M-V functional and the def2-TZVPD basis) of C5H12N2O2 as an isolated structure.

Geometry as ORCA input:
```
! wB97M-V def2-TZVPD RIJCOSX def2/J DEFGRID3
* xyz 0 1
C 0.99736 1.81229 0.45885
C -2.12648 -0.71433 -0.37921
N 0.07149 1.06138 -0.38311
C -0.91119 -0.56473 0.51911
N -0.60607 1.87491 -1.27361
O -1.02907 -0.48284 1.73366
H -0.44266 1.59553 -2.23649
H -0.48206 2.87768 -1.16347
H 1.88730 2.08677 -0.11435
H 0.52839 2.72335 0.84618
H 1.28874 1.18625 1.30123
H -1.85608 -0.91282 -1.41744
H -2.71703 -1.55394 -0.00811
H -2.73440 0.19010 -0.32724
C 1.44447 -1.77730 0.87983
C 0.48521 -1.26708 -0.18298
O 1.00004 -0.28376 -0.95935
H 0.06091 -2.08722 -0.77843
H 1.73982 -2.80751 0.65914
H 1.04779 -1.78371 1.89760
H 2.35354 -1.17300 0.92820
*
```

Computed properties:
- LUMO level (spin up / spin down) (eV) = 0.3 / 0.3

These are the natural (NBO) partial charges, in e, on atoms 1 to 4:
1. C -0.456
2. C -0.722
3. N 0.017
4. C 0.622

---

(8)
The following is a DFT calculation (the ωB97M-V functional and the def2-TZVPD basis) of one molecule with the formula C5H12N2S.

Geometry as ORCA input:
```
! wB97M-V def2-TZVPD RIJCOSX def2/J DEFGRID3
* xyz 0 1
C -1.00264 -1.24214 -0.16810
C 0.17473 -0.27190 -0.06789
C 1.49033 -1.03889 0.03851
C -0.09117 0.85076 0.99781
C -0.31294 1.80032 -0.16969
H -2.37621 0.08038 -0.95146
H -2.49679 -0.13009 0.69221
H -0.90315 -1.87041 -1.07368
H -0.99828 -1.88967 0.71382
H 1.47282 -1.72754 -0.78195
H 1.53841 -1.53225 0.94287
H 3.81372 -0.75042 0.46429
H 0.80694 1.13668 1.56318
H -0.91750 0.72597 1.67606
H 0.29490 2.78782 -0.12228
H -1.35526 2.10030 -0.29700
H -0.03542 0.70070 -2.04197
N -2.27849 -0.57189 -0.17736
N 0.23220 0.78705 -1.05943
S 2.94381 0.05524 -0.17795
*
```

Computed properties:
- LUMO level (eV) = 0.9
- SMILES = NC[C@]1(CS)CCN1

These are the natural (NBO) partial charges, in e, on atoms 1 to 4:
1. C -0.227
2. C 0.110
3. C -0.502
4. C -0.427

---

(9)
The following is a DFT calculation (the ωB97M-V functional and the def2-TZVPD basis) of one molecule with the formula C5H12N2S.

Geometry as ORCA input:
```
! wB97M-V def2-TZVPD RIJCOSX def2/J DEFGRID3
* xyz 0 1
C -1.56115 1.40881 -0.52344
C -0.60316 0.29895 -0.95974
C -1.48517 -1.27768 0.69796
C 1.73618 -1.43574 -0.59217
C 2.10382 0.96165 0.99798
H -2.57113 0.97181 -0.28168
H -1.68407 2.13105 -1.29396
H -1.18206 1.92640 0.40223
H 0.29678 0.86146 -1.26978
H -0.88465 -0.22722 -1.88842
H -1.10948 -2.21238 1.08400
H -1.87034 -0.71319 1.53697
H -2.29852 -1.47800 -0.05850
H 2.26968 -2.24612 -1.08755
H 2.11370 0.26911 1.88524
H 1.03175 1.31679 0.88167
H 2.78422 1.76964 1.07296
N -0.28608 -0.63596 0.10347
N 0.52679 -1.72692 -0.28613
S 2.67288 0.03756 -0.42111
*
```

Computed properties:
- LUMO level (eV) = 0.8
- SMILES = CCN(C)/N=C\SC

These are the natural (NBO) partial charges, in e, on atoms 1 to 4:
1. C -0.612
2. C -0.246
3. C -0.418
4. C -0.108

---

(10)
The following is a DFT calculation (the ωB97M-V functional and the def2-TZVPD basis) of a 2-piece molecular cluster, C5H12N3 overall.

Geometry as ORCA input:
```
! wB97M-V def2-TZVPD RIJCOSX def2/J DEFGRID3
* xyz 1 1
C -1.70712 -0.62936 1.16216
C 0.75904 -0.55411 -0.38080
C 1.19486 0.66294 -0.67650
C 0.32189 -1.43578 -1.52041
C 1.92960 1.54958 0.26714
N -1.78627 0.45815 0.80401
N -1.82028 -1.82243 1.43163
N -1.58471 1.62787 0.35385
H 1.05796 -1.01608 0.59635
H 1.05811 1.10478 -1.68738
H -0.56458 -1.96247 -1.24117
H 1.27920 -2.05294 -1.63255
H 0.22451 -0.79826 -2.46829
H 2.79778 1.98857 -0.17902
H 2.40282 0.84549 1.00984
H 1.33731 2.37398 0.78967
H -2.64431 -2.37530 0.95030
H -1.20212 -2.20870 2.12632
H -0.98546 1.86824 -0.38567
H -2.06822 2.37582 0.68051
*
```

Computed properties:
- LUMO level (eV) = -3.6

These are the natural (NBO) partial charges, in e, on atoms 1 to 4:
1. C 0.617
2. C -0.236
3. C -0.205
4. C -0.643

---

(11)
The following is a DFT calculation (the ωB97M-V functional and the def2-TZVPD basis) of an isolated ion of composition C5H12N3 and charge +1.

Geometry as ORCA input:
```
! wB97M-V def2-TZVPD RIJCOSX def2/J DEFGRID3
* xyz 1 1
C -1.10742 0.57937 -0.64299
C -0.39518 0.53666 -1.98372
C 0.48652 -0.57637 -1.92693
C 0.99934 -0.74349 -0.55081
C 0.61730 0.38132 2.24608
N -2.03966 1.23482 -0.17917
N -0.33455 -0.56812 0.14228
N -0.34381 -0.39831 1.56013
H -1.21963 0.51707 -2.76942
H 0.14749 1.49086 -2.09846
H -0.08580 -1.34855 -2.19221
H 1.30056 -0.50838 -2.57924
H 1.48717 -1.76864 -0.43248
H 1.63041 0.06646 -0.21713
H 0.47986 1.41458 1.88232
H 0.64400 0.20754 3.39271
H 1.65679 -0.05568 2.00950
H -2.34750 1.01240 0.80954
H -0.27042 -1.38543 1.69574
H -1.30548 -0.08811 1.83425
*
```

Computed properties:
- LUMO level (eV) = -3.4
- SMILES = [H]/N=C1/CCCN1[NH2+]C

These are the natural (NBO) partial charges, in e, on atoms 1 to 4:
1. C 0.480
2. C -0.476
3. C -0.430
4. C -0.227

---

(12)
The following is a DFT calculation (the ωB97M-V functional and the def2-TZVPD basis) of an isolated ion of composition C5H12N3O5S and charge +1.

Geometry as ORCA input:
```
! wB97M-V def2-TZVPD RIJCOSX def2/J DEFGRID3
* xyz 1 1
C -1.24150 -0.40195 -0.45669
C 0.70964 0.94603 -0.12133
C 2.89957 0.05628 0.17881
C -1.73358 -1.71502 1.48761
C -0.07884 2.95219 0.76694
N -2.54440 -0.41469 -0.78335
N 1.56734 -0.05381 -0.22030
N -0.42854 -1.33411 -1.54799
O -0.51143 0.92676 -0.71476
O 1.87717 -1.20502 -2.37914
O 1.47193 -2.62257 -0.40162
O -0.97091 -0.61771 0.83670
O 1.05132 2.07262 0.56220
S 1.16068 -1.46360 -1.20307
H 3.43880 0.60464 -0.53764
H 3.02796 0.54886 1.03867
H 3.27623 -0.98734 0.28485
H -2.62170 -1.80532 0.97223
H -1.81583 -1.42847 2.63899
H -1.13322 -2.62653 1.35322
H -0.84723 2.46085 1.19454
H -0.24230 3.42523 -0.22082
H 0.25684 3.70835 1.59360
H -2.82284 -0.17961 -1.69984
H -3.13832 0.04459 -0.15772
H -0.60684 -0.89064 -2.46410
*
```

Computed properties:
- LUMO level (eV) = -3.5
- SMILES = COC1=[N+](C)S(=O)(=O)N[C@@](N)(OC)O1

These are the natural (NBO) partial charges, in e, on atoms 1 to 4:
1. C 0.847
2. C 0.961
3. C -0.428
4. C -0.258

---

Asked for E across the records above, the calculation gives -382.33076, -382.39159, -382.14113, -382.13061, -457.50850, -457.55349, -457.53886, -705.36226, -705.33423, -361.59659, -361.62950, -1136.03492 Ha in order.